ORCA calculation (the ωB97M-V functional and the def2-TZVPD basis) on a structure of composition C25H35F4NO3PPbS2Si.

- DFT total energy: -89077.7544 eV
- E_LUMO: -3.04 eV
- HOMO: -10.66 eV
- Total charge: +1

```
73
Properties=species:S:1:pos:R:3:forces:R:3
Pb 1.7970 1.3631 -1.0844 0.1 0.0 -0.2
C 6.3607 0.8734 -1.2945 0.2 -0.1 -0.1
Si 5.0887 1.5973 -0.1518 -0.2 0.0 -0.2
C 5.7049 1.8421 1.5917 0.2 0.0 0.2
C 4.5945 3.2870 -0.8286 -0.1 0.1 0.1
N 3.6405 0.5965 -0.1979 -0.2 -0.2 0.1
C 3.7101 -0.7614 0.1687 0.0 0.0 0.1
C 4.7549 -1.3282 0.9166 0.1 0.2 0.1
C 4.7719 -2.6760 1.2472 0.0 0.0 0.0
C 3.7475 -3.5268 0.8516 0.0 0.1 0.0
C 2.7031 -3.0108 0.0974 0.0 -0.2 0.0
C 2.7306 -1.6769 -0.2105 0.1 0.2 -0.1
F 1.7109 -1.1876 -1.0117 -0.2 0.2 -0.1
H 7.3401 1.3508 -1.1652 -0.2 -0.1 0.0
H 6.0468 1.0253 -2.3330 0.1 0.0 0.1
H 6.4858 -0.2023 -1.1363 0.0 0.1 0.0
H 5.9054 2.9015 1.7816 0.0 -0.1 0.0
H 6.6344 1.2966 1.7867 -0.1 0.1 0.0
H 4.9615 1.4977 2.3181 0.1 0.1 0.0
H 5.4641 3.7497 -1.3113 -0.1 -0.1 0.1
H 4.2696 3.9668 -0.0328 0.1 -0.1 -0.2
H 3.8118 3.2599 -1.5971 0.1 0.1 0.0
H 5.5711 -0.6941 1.2534 -0.1 -0.1 0.0
H 5.6028 -3.0661 1.8239 -0.1 0.0 0.0
H 3.7598 -4.5747 1.1196 0.0 0.0 0.0
H 1.8840 -3.6286 -0.2599 0.1 0.1 0.1
C -5.1868 0.4996 1.0156 0.1 0.0 -0.1
C -4.0174 1.2391 1.6217 0.0 -0.2 0.1
C -3.4712 0.5721 2.8680 0.1 0.0 -0.1
O -2.9794 1.2669 0.5659 -0.2 0.0 0.1
P -1.7198 2.1961 0.5719 0.1 -0.1 -0.1
S -1.7578 3.7385 1.6851 0.2 0.0 0.0
S -0.1064 0.7785 1.0843 -0.1 0.2 0.4
O -1.3331 2.3485 -0.9509 -0.2 0.1 -0.2
C -2.2464 2.6150 -2.0955 -0.1 0.0 0.1
C -3.4033 3.5322 -1.7417 0.1 -0.1 0.2
C -2.6829 1.2849 -2.6692 0.0 -0.1 0.1
H -6.0050 0.4649 1.7361 0.0 0.0 0.0
H -4.8986 -0.5246 0.7626 0.0 0.1 0.0
H -5.5434 0.9998 0.1135 0.0 0.0 0.0
H -4.2842 2.2712 1.8348 0.0 0.1 -0.1
H -3.0671 -0.4137 2.6218 -0.1 0.1 0.0
H -4.2763 0.4483 3.5938 0.0 0.0 0.0
H -2.6876 1.1759 3.3280 0.0 0.0 0.0
H -1.5930 3.1251 -2.7962 0.2 0.1 0.0
H -4.1878 2.9942 -1.2058 0.0 0.0 0.0
H -3.8302 3.9258 -2.6650 0.0 -0.1 0.0
H -3.0724 4.3744 -1.1341 0.0 0.0 0.0
H -3.1574 0.6812 -1.8935 0.0 0.0 -0.1
H -1.8346 0.7314 -3.0765 0.0 0.0 0.0
H -3.4032 1.4534 -3.4719 0.0 0.0 0.0
F -5.5858 -6.2996 -0.4720 0.0 -0.1 -0.1
C -4.2859 -6.4922 -0.7622 0.1 0.1 0.0
F -4.2009 -6.8523 -2.0512 -0.1 -0.1 0.1
F -3.8542 -7.5180 -0.0104 -0.1 0.0 -0.1
C -3.4925 -5.2453 -0.4849 0.0 0.0 0.1
C -3.0964 -4.4237 -1.5253 0.0 0.0 -0.1
C -2.3940 -3.2617 -1.2538 0.1 0.1 -0.1
C -2.0914 -2.9198 0.0607 0.0 0.1 0.3
C -2.4878 -3.7633 1.1067 0.0 0.0 0.0
C -3.1879 -4.9230 0.8320 0.0 0.0 0.0
C -1.4143 -1.6901 0.3735 -0.1 -0.5 -0.2
C -0.8601 -0.6645 0.6616 0.2 0.2 -0.1
H -3.3326 -4.6934 -2.5460 0.0 0.0 0.0
H -2.0734 -2.6185 -2.0648 0.0 0.0 0.1
H -2.2303 -3.5047 2.1262 -0.1 0.0 0.0
H -3.4963 -5.5798 1.6364 0.0 0.0 0.0
C 1.5026 4.7100 0.2008 -0.1 -0.2 0.0
O 1.6537 3.3088 0.5394 0.1 0.1 -0.1
H 2.4582 5.1415 -0.0883 0.0 0.0 0.0
H 1.0764 5.2516 1.0398 0.0 0.0 0.1
H 0.8070 4.7612 -0.6324 0.0 -0.1 0.0
H 2.2788 3.2235 1.2702 -0.1 0.0 0.0
```
Forces are in eV/Å.